Entry from the Open Molecules 2025 dataset: 2 unconnected molecules or ions with the total composition BrFHN at a distorted geometry (the ωB97M-V functional and the def2-TZVPD basis).

Geometry as XYZ:
```
4
Properties=species:S:1:pos:R:3:forces:R:3:mulliken_charge:R:1
N 1.086764 -0.782156 -0.525357 -4.911 2.592 0.825 -0.210
F 0.918898 -1.930913 0.209683 0.736 -0.133 0.523 -0.111
Br 2.542611 0.240803 -0.007462 0.751 -0.037 0.598 0.050
H -0.112043 0.078342 0.113077 3.424 -2.421 -1.946 0.272
```
Forces are in eV/Å.

Its relative energy (zero: lowest compared OMol25 entry of this formula, charge and spin) is 54.7 kcal/mol. As for the LUMO energy: -0.03226 Eh. The energy comes out at -74260.789 eV. Its gap between HOMO and LUMO is 9.077 eV. Its maximum force is 0.1092 Eh/bohr.